Entry 1:
15
Properties=species:S:1:pos:R:3:forces:R:3:mulliken_charge:R:1 method="wB97M-V/def2-TZVPD" charge=+1 e_above_lowest_ev=4.781 e_lumo_ev=-8.443 largest_force_ev_per_a=4.11 homo_energy_ev=-12.03
C -0.58642 0.63400 -0.71968 3.08 -0.57 -0.33 -0.218
O 0.54644 0.16526 0.30047 -2.55 1.10 -2.48 -0.363
C -1.89657 0.46251 -0.11110 0.80 -0.83 2.89 0.081
C -2.38865 -0.92292 0.21464 -0.73 1.65 -1.23 -0.847
N 3.54833 -0.18379 0.18733 -2.18 -1.44 3.16 -0.554
H -0.22605 1.63910 -1.04078 -0.86 -0.72 0.40 0.312
H -0.48642 -0.09974 -1.55254 -0.01 0.52 0.35 0.266
H 0.05973 -0.13517 1.05390 -0.07 -0.51 1.28 0.305
H -2.37132 1.38628 0.32998 -0.23 -1.01 -0.98 0.340
H -3.40895 -0.91593 0.56810 -0.10 0.15 0.51 0.337
H -1.78763 -1.64780 0.79112 0.35 0.59 -0.26 0.402
H -2.45802 -1.35001 -0.79900 0.22 -0.36 -0.16 0.362
H 3.54099 0.06074 1.16381 0.02 0.15 -0.21 0.203
H 4.38448 -0.11566 -0.22163 3.61 0.48 -1.90 0.190
H 2.77326 0.10106 -0.31122 -1.34 0.81 -1.04 0.183

---

Entry 2:
107
Properties=species:S:1:pos:R:3:forces:R:3:mulliken_charge:R:1 method="wB97M-V/def2-TZVPD" charge=-2 e_above_lowest_ev=0.000 e_lumo_ev=3.495 largest_force_ev_per_a=2.19 homo_energy_ev=-1.72
K 12.46188 -4.72165 20.53205 -0.01 -0.92 0.22 0.603
C 13.93638 -1.84771 22.29348 0.39 -0.67 -1.45 -1.243
O 12.80913 -2.72043 22.19587 0.82 0.18 -0.01 1.399
C 12.00426 -2.92584 23.24360 -0.46 -0.06 -0.83 0.022
C 12.34978 -2.71276 24.54799 -1.15 -0.52 -0.14 -0.710
C 11.41187 -3.04261 25.50637 -0.99 -0.23 0.94 -0.145
Br 11.90800 -2.70783 27.31988 -0.02 -0.09 0.13 -0.268
C 10.15705 -3.55346 25.24637 0.99 -0.16 -1.70 -1.294
C 9.80991 -3.72608 23.85990 1.02 0.41 1.60 1.099
C 10.72041 -3.40559 22.85464 -0.41 -0.15 1.70 0.060
O 10.36456 -3.49929 21.56854 0.36 0.12 -0.25 0.308
C 8.46005 -4.15486 23.61340 -1.53 -0.16 0.08 -0.180
N 7.52796 -4.31677 24.57333 1.13 -0.18 -1.78 -0.825
C 6.42669 -4.70026 23.84840 -0.55 0.17 0.20 0.565
C 5.16391 -5.06279 24.32559 -0.30 0.27 -0.20 -0.854
C 4.18003 -5.34630 23.40357 0.22 -0.28 -0.16 -0.374
C 4.42556 -5.33838 22.01335 -1.04 -0.70 0.38 -0.689
C 5.67201 -5.07831 21.53897 1.18 0.54 -0.36 -0.713
C 6.67444 -4.70171 22.45702 -1.16 -0.81 0.18 0.474
N 7.97760 -4.37403 22.33818 0.84 0.22 1.05 0.900
H 13.64268 -0.85231 22.59424 -0.22 0.24 0.18 0.296
H 14.28847 -1.84026 21.23048 -0.13 0.28 0.92 0.248
H 14.74083 -2.25588 22.92159 -0.31 0.01 0.06 0.332
H 13.28202 -2.35191 24.85883 1.20 0.51 0.09 0.661
H 9.47167 -3.91914 25.98594 -0.13 0.28 0.29 0.571
H 10.56639 -2.55371 21.20409 -0.15 0.16 -0.50 -0.679
H 4.93225 -5.08770 25.38576 0.22 -0.02 -0.07 0.417
H 3.23743 -5.69977 23.76708 -0.56 0.07 0.07 0.361
H 3.62880 -5.65272 21.31592 0.48 0.28 0.46 0.355
H 5.86841 -5.16646 20.47793 0.14 0.16 0.00 0.395
H 8.60023 -4.35573 21.54737 0.03 0.06 -0.34 -0.231
C 14.85823 -9.29080 23.16719 -0.45 0.14 0.33 -0.950
Si 14.63297 -9.33505 21.31056 1.23 0.04 -1.04 0.118
C 13.08292 -10.38126 21.10097 0.02 -0.03 -0.11 -1.210
C 16.18091 -10.42876 20.75436 -1.66 -0.13 0.64 -1.396
C 14.66240 -7.66959 20.48581 -1.02 -0.65 -0.47 1.253
C 14.15187 -7.43091 19.14026 0.84 1.11 1.69 0.065
C 13.94158 -8.44299 18.18781 -0.30 -1.42 -0.21 -0.561
C 13.52629 -8.14366 16.90980 0.03 -0.48 -0.09 -0.645
C 13.37321 -6.81957 16.55930 -0.21 0.86 -1.31 -0.458
C 13.59788 -5.85102 17.50885 0.66 -0.20 0.73 -1.053
N 13.94549 -6.10719 18.76677 -0.01 -1.04 -0.07 0.254
Si 15.72846 -6.48064 21.34970 0.37 -0.46 0.72 -0.550
C 16.26668 -5.03137 20.36405 0.07 0.95 0.08 -0.928
C 15.13396 -5.68469 22.99910 0.50 0.05 -0.45 -0.295
C 17.41070 -7.32431 21.79592 -0.02 1.70 0.22 -1.424
H 15.03532 -10.34761 23.42004 0.07 0.32 0.28 0.342
H 13.92168 -8.96529 23.64519 0.18 -0.15 0.00 0.306
H 15.64655 -8.64357 23.56220 -0.01 -0.31 -0.11 0.294
H 13.20934 -11.37905 21.51935 0.13 -0.09 0.16 0.397
H 12.81495 -10.52131 20.05947 -0.13 0.05 -0.26 0.359
H 12.24587 -9.91599 21.61484 -0.22 0.12 0.04 0.294
H 16.28541 -11.31147 21.39490 -0.04 0.00 0.05 0.337
H 17.02396 -9.79637 20.92280 0.76 0.32 -0.22 0.369
H 16.11887 -10.78592 19.73347 0.14 0.15 -0.35 0.339
H 14.13631 -9.49049 18.47672 -0.10 0.63 -0.19 0.253
H 13.34154 -8.90238 16.13891 0.18 0.05 0.49 0.352
H 13.11815 -6.50695 15.54386 -0.03 -0.20 0.29 0.437
H 13.53420 -4.80181 17.30520 -0.28 0.56 -0.41 0.465
H 15.47090 -4.28307 20.28237 0.24 0.13 0.10 0.197
H 16.50419 -5.29252 19.35887 0.20 -0.34 -0.90 0.334
H 17.17713 -4.59946 20.80190 -0.27 0.14 0.08 0.322
H 14.43298 -4.85553 22.83178 -0.11 -0.24 0.07 -0.363
H 16.00985 -5.23846 23.48921 -0.02 0.01 -0.10 0.411
H 14.73283 -6.40268 23.69972 -0.41 -0.14 0.20 0.374
H 17.99144 -7.49046 20.89548 0.04 -0.18 -0.31 0.318
H 17.33368 -8.23063 22.34880 0.03 -0.71 0.42 0.465
H 17.99609 -6.58969 22.40055 -0.32 -0.46 -0.23 0.294
S 13.24237 3.38660 18.15379 0.49 0.74 -0.72 -0.400
C 12.71497 1.87482 18.50744 -0.42 -1.35 0.78 0.170
S 11.60116 1.63859 19.77012 -0.76 1.69 0.58 -0.299
C 11.44397 -0.05018 19.86976 0.20 -0.36 0.66 0.427
C 12.26137 -0.74148 19.05097 0.14 0.95 -0.67 -0.825
S 12.44886 -2.41467 18.99029 0.63 -0.72 -0.84 -0.212
S 13.16465 0.32566 17.91566 0.32 -0.41 -0.25 -0.140
S 10.49355 -0.60279 21.21939 -0.39 0.12 -0.12 -0.589
N 11.72751 -7.00264 23.64471 -1.05 -0.20 -0.41 -0.363
N 10.27260 -7.27752 23.58154 0.30 1.19 1.18 -0.534
H 11.88911 -6.01996 23.39568 0.10 -0.42 0.02 0.122
H 12.10799 -7.60009 22.91419 0.25 0.38 0.01 0.198
H 9.84532 -6.66005 22.86500 0.29 -0.60 0.51 0.102
H 9.94417 -6.95821 24.52544 0.12 -0.39 -1.33 0.327
Br 11.35717 -2.55171 15.04202 -0.39 -0.23 0.06 -0.152
C 9.73176 -2.71406 16.02578 -0.03 -0.23 0.28 -0.066
C 9.64110 -2.10391 17.26338 0.28 0.08 -0.12 0.390
C 8.40213 -2.16409 17.87861 -0.23 0.54 0.88 -0.364
C 7.35530 -2.86022 17.31547 0.03 -0.18 -0.57 -0.469
N 7.47112 -3.53044 16.15514 -0.18 0.15 0.50 -0.668
C 8.63773 -3.45038 15.54577 0.82 0.54 -0.46 -0.238
H 10.48745 -1.62014 17.76995 -0.49 -0.14 -0.51 0.182
H 8.27945 -1.60383 18.80728 -0.04 -0.31 -0.08 0.380
H 6.36674 -2.87194 17.75446 0.01 -0.02 0.21 0.420
H 8.71817 -3.92249 14.58058 0.05 -0.26 -0.20 0.379
C 7.82256 -7.08037 19.06857 -0.29 0.01 -0.45 -1.160
P 9.56865 -7.18207 19.37243 -0.61 1.28 -0.49 0.985
C 9.89344 -8.90731 19.19509 0.30 -0.41 -0.04 -0.977
C 10.35692 -6.31389 18.01859 0.13 0.31 0.18 0.267
O 9.86501 -6.54104 20.67659 0.66 0.14 0.59 -0.208
H 7.55839 -7.64924 18.16689 -0.17 0.09 0.31 0.456
H 7.57462 -6.02425 18.90482 -0.17 -0.26 0.23 0.003
H 7.37969 -7.49393 19.97882 -0.41 0.17 -0.25 0.420
H 9.53393 -9.20793 18.21282 -0.07 -0.12 -0.06 0.460
H 9.34517 -9.44648 19.98053 0.43 0.03 -0.18 0.390
H 10.97138 -9.05747 19.21369 0.05 -0.31 0.30 -0.122
H 10.18859 -6.69597 17.02892 -0.21 -0.51 -0.42 0.644
H 11.41847 -6.39604 18.20698 0.34 0.10 -0.04 -0.730
H 10.08258 -5.24995 17.97860 0.01 -0.20 0.38 -0.180

---

Entry 3:
81
Properties=species:S:1:pos:R:3:forces:R:3:mulliken_charge:R:1 method="wB97M-V/def2-TZVPD" charge=+1 e_lumo_ev=-2.791 largest_force_ev_per_a=1.15 homo_energy_ev=-10.19
Cd 0.64481 0.42252 0.78439 -0.14 0.53 -0.40 2.978
C -1.50493 0.70098 4.72703 0.02 0.07 -0.01 -1.271
C -1.47595 0.99061 3.35680 -0.07 -0.07 0.02 -0.427
N -0.59304 0.21606 2.73004 -0.01 0.00 0.47 -0.149
N -0.03004 -0.57581 3.67723 0.06 -0.21 -0.12 0.316
C -0.56589 -0.30396 4.88132 0.05 -0.03 -0.04 -0.250
B 1.02106 -1.68643 3.30136 -0.09 0.11 -0.11 -0.405
N 0.48440 -2.47016 2.07218 -0.13 0.19 0.17 0.046
C -0.08720 -3.68877 2.07146 0.10 -0.04 -0.01 -0.140
C -0.58951 -3.93215 0.80674 -0.14 -0.01 -0.06 -1.622
C -0.28318 -2.76855 0.08448 0.12 -0.12 -0.06 -0.714
N 0.36037 -1.89155 0.85136 -0.13 -0.43 0.31 -0.061
N 2.38138 -1.00962 2.97212 -0.12 0.16 0.12 0.317
C 3.54372 -1.15827 3.63533 0.01 -0.02 -0.04 -0.282
C 4.41928 -0.17822 3.20726 0.09 0.10 -0.01 -1.161
C 3.68399 0.55919 2.26634 0.15 -0.07 0.06 -0.364
N 2.46325 0.05325 2.12942 0.17 -0.40 0.39 -0.250
H -2.11941 1.15159 5.49420 0.09 -0.10 -0.16 0.446
H -2.07230 1.69282 2.78817 0.12 -0.03 0.05 0.508
H -0.25477 -0.84744 5.76713 -0.06 0.10 -0.25 0.464
H 1.15879 -2.43734 4.23405 -0.02 0.12 -0.13 -0.138
H -0.07977 -4.31243 2.96118 0.01 0.24 -0.25 0.482
H -1.10840 -4.81974 0.46363 0.19 0.23 0.05 0.452
H -0.44869 -2.53797 -0.95903 -0.03 0.00 0.02 1.169
H 3.67100 -1.95084 4.36561 -0.08 0.22 -0.19 0.426
H 5.44049 -0.01408 3.52871 -0.26 -0.05 -0.08 0.429
H 3.97668 1.43441 1.69890 -0.06 -0.15 0.06 0.531
C -3.97413 -0.86312 -0.69126 0.17 0.02 -0.01 -1.302
N -2.70306 -0.24267 -0.35640 -0.05 0.24 -0.09 0.132
C -2.36641 1.04671 -0.58457 0.46 0.35 0.15 0.370
N -3.30668 1.80388 -1.22143 -0.01 -0.06 -0.05 -0.478
O -1.28710 1.56629 -0.21471 -0.89 -0.72 -0.12 -0.578
H -4.03088 -1.82001 -0.17662 0.00 0.03 -0.02 0.394
H -4.07711 -1.05014 -1.76520 0.04 0.04 0.02 0.342
H -4.81250 -0.25343 -0.35336 0.00 0.01 0.04 0.444
H -2.00255 -0.79855 0.09301 0.23 -0.20 0.22 -0.130
H -4.07285 1.37600 -1.71380 0.09 0.05 0.05 0.158
H -3.00334 2.70734 -1.53678 0.03 0.05 0.02 0.267
C -1.27295 4.77005 1.68330 0.14 0.06 0.29 -0.925
N -0.38993 4.27364 2.73850 -0.49 0.23 -0.16 0.334
C -0.56820 4.50265 4.10615 -0.28 0.12 -0.47 -0.163
C 0.45687 3.91567 4.73972 0.33 -0.19 -0.06 -0.724
N 1.24138 3.34731 3.74682 0.17 -0.11 0.43 0.153
C 0.73356 3.55944 2.51690 -0.11 0.02 0.33 -0.267
S 1.43130 3.07725 1.04088 -0.14 0.14 -0.10 -0.225
H -1.02390 5.80108 1.43363 0.04 -0.02 0.01 0.327
H -2.30122 4.72533 2.03190 -0.04 -0.04 0.03 0.359
H -1.14912 4.14506 0.80857 0.05 -0.15 -0.12 0.242
H -1.41445 5.05549 4.49454 0.22 -0.13 -0.17 0.456
H 0.69320 3.85648 5.79250 0.00 -0.04 -0.25 0.409
H 2.10177 2.84867 3.88232 0.11 -0.15 0.01 0.189
C -3.37789 -3.07497 -4.29261 -0.02 0.10 -0.04 -1.061
O -2.26905 -2.17614 -4.26452 -0.65 -0.19 -0.03 -0.563
C -1.07925 -2.70614 -3.88672 -0.18 -0.15 0.00 1.163
C -0.86378 -4.05115 -3.66151 -0.04 -0.32 0.17 -0.574
C 0.40309 -4.48566 -3.28942 0.14 -0.07 0.04 -0.787
C 1.43738 -3.57442 -3.14875 0.05 -0.06 0.02 -0.923
C 1.21573 -2.22432 -3.39640 0.15 0.21 0.05 -0.219
C -0.04121 -1.78655 -3.77307 0.18 0.58 -0.02 0.069
N -0.37510 -0.47177 -4.23140 0.27 -0.48 0.40 0.211
C 0.29193 0.66655 -4.28259 0.17 0.01 0.13 -0.625
C 1.35535 1.16806 -3.53219 0.04 -0.09 0.11 1.182
C 2.12794 2.19430 -4.17309 -0.15 -0.04 -0.16 -0.780
C 3.20333 2.75556 -3.57793 0.21 0.10 0.12 -0.950
C 3.53734 2.35317 -2.25355 0.02 0.05 0.01 -0.471
C 2.78605 1.44697 -1.57193 0.07 0.00 -0.12 -0.960
C 1.63416 0.81700 -2.15087 -0.07 -0.17 -0.01 0.922
O 0.89563 0.03548 -1.47224 0.16 0.23 -0.30 -1.019
H -3.52393 -3.54242 -3.31416 0.03 0.06 -0.06 0.423
H -3.24137 -3.84902 -5.04898 0.03 0.01 -0.01 0.413
H -4.24928 -2.48160 -4.54755 -0.01 0.07 -0.01 0.259
H -1.67209 -4.76701 -3.76952 0.18 0.12 0.02 0.422
H 0.57681 -5.54568 -3.11969 -0.03 0.21 0.00 0.405
H 2.42809 -3.90811 -2.85548 -0.16 0.07 -0.04 0.416
H 2.03092 -1.52191 -3.30768 0.00 0.03 -0.01 0.462
H -1.22271 -0.48743 -4.77281 -0.15 -0.07 -0.21 0.246
H -0.06867 1.30753 -5.08040 -0.03 0.08 -0.03 0.393
H 1.85929 2.47840 -5.18985 0.02 -0.04 0.17 0.382
H 3.80845 3.49148 -4.09482 -0.09 -0.07 0.08 0.390
H 4.40523 2.79436 -1.76964 -0.12 -0.05 -0.06 0.437
H 3.04982 1.15693 -0.56264 0.03 -0.01 0.02 0.622